# 1
The following is a DFT calculation (ωB97M-V/def2-TZVPD) of C14H29N5O11P2ReS2 as an isolated structure.

As for the expectation value of S²: 0.805. The value obtained for the HOMO-LUMO gap (alpha / beta) is 0.281 / 0.280 Eh. For the energy above the lowest of the compared OMol25 structures with the same formula, charge and spin, the calculation gives 0.0 kcal/mol. As for the total charge: +2. The electronic energy is -3209.349737 Eh. As for the multiplicity: 2.

CARTESIAN COORDINATES (ANGSTROEM)
Re  -0.845  -1.546  -0.688
C  1.819  -2.741  -1.780
C  2.144  -2.009  -0.504
N  1.206  -0.860  -0.384
C  1.542  0.359  -1.189
C  1.025  0.366  -2.623
S  -0.651  -0.357  -2.843
C  -0.296  -1.772  -3.943
C  -0.150  -3.110  -3.225
N  0.350  -2.971  -1.823
H  2.352  -3.690  -1.846
H  2.096  -2.151  -2.653
H  3.179  -1.665  -0.482
H  1.970  -2.651  0.361
H  1.272  -0.541  0.584
H  2.627  0.484  -1.201
H  1.123  1.207  -0.651
H  1.684  -0.153  -3.315
H  0.957  1.400  -2.958
H  0.583  -1.496  -4.523
H  -1.132  -1.821  -4.640
H  0.535  -3.752  -3.783
H  -1.107  -3.617  -3.173
H  0.146  -3.859  -1.357
O  -2.986  -1.722  1.564
P  -2.121  -3.062  1.767
O  -2.011  -3.527  3.131
O  -0.823  -2.730  0.967
O  -2.904  -4.085  0.771
P  -2.925  -4.063  -0.812
O  -1.715  -5.014  -1.237
O  -4.206  -4.305  -1.430
O  -2.254  -2.648  -1.225
H  -3.898  -1.778  1.881
H  -1.995  -5.928  -1.403
C  3.721  4.039  0.663
C  2.622  4.332  1.677
S  1.305  3.162  1.496
O  1.762  1.836  1.884
O  0.729  3.267  0.171
C  0.070  3.708  2.670
C  -1.015  2.660  2.942
N  -1.360  1.856  1.751
C  -0.944  0.600  1.564
N  -1.233  0.218  0.293
C  -1.893  1.277  -0.313
C  -1.969  2.273  0.580
N  -2.542  3.580  0.358
O  -2.991  3.773  -0.743
O  -2.520  4.360  1.289
C  -0.322  -0.222  2.632
H  4.522  4.763  0.799
H  3.349  4.133  -0.356
H  4.136  3.044  0.813
H  2.175  5.316  1.527
H  2.973  4.244  2.706
H  -0.353  4.625  2.263
H  0.585  3.935  3.605
H  -1.912  3.154  3.300
H  -0.683  1.954  3.694
H  -2.271  1.253  -1.320
H  -1.075  -0.473  3.383
H  0.503  0.311  3.098
H  0.041  -1.168  2.244

# 2
The following is a DFT calculation (ωB97M-V/def2-TZVPD) of C23H33N5OPRbS as an isolated structure.

The value obtained for the HOMO-LUMO gap is 0.234 Eh. For the energy above the lowest of the compared OMol25 structures with the same formula, charge and spin, the calculation gives 0.0 kcal/mol. As for the total charge: 0. The electronic energy is -2008.847374 Eh.

CARTESIAN COORDINATES (ANGSTROEM)
Rb  -1.327  -2.330  -0.961
C  -4.362  -2.875  -0.620
C  -4.046  -3.582  -1.796
C  -3.826  -2.644  -2.823
C  -4.002  -1.357  -2.284
C  -4.337  -1.500  -0.918
H  -4.624  -3.312  0.335
H  -4.019  -4.658  -1.903
H  -3.604  -2.872  -3.857
H  -3.960  -0.431  -2.846
H  -4.611  -0.706  -0.233
C  4.865  -2.885  0.751
C  3.406  -3.287  0.600
N  2.826  -2.813  -0.658
C  2.986  -3.695  -1.809
C  1.820  -4.656  -1.979
C  2.272  -1.596  -0.747
S  1.535  -1.056  -2.184
N  2.423  -0.787  0.344
C  1.404  -0.450  1.088
O  0.232  -0.910  1.072
C  1.668  0.679  2.061
C  0.813  0.863  3.146
C  0.938  1.985  3.954
C  1.908  2.941  3.675
C  2.772  2.756  2.601
C  2.660  1.624  1.804
H  5.274  -3.287  1.679
H  4.949  -1.800  0.769
H  5.465  -3.268  -0.078
H  2.816  -2.895  1.425
H  3.302  -4.374  0.607
H  3.916  -4.248  -1.661
H  3.095  -3.078  -2.698
H  1.629  -5.222  -1.066
H  2.026  -5.365  -2.781
H  0.921  -4.102  -2.251
H  0.043  0.125  3.327
H  0.279  2.117  4.803
H  1.998  3.820  4.300
H  3.536  3.494  2.389
H  3.320  1.458  0.961
C  -0.490  3.905  0.411
N  -0.391  2.398  0.491
C  -1.687  1.850  1.084
N  -2.812  2.292  0.332
C  -2.841  3.745  0.268
N  -1.634  4.312  -0.337
C  -1.529  3.957  -1.761
P  -1.439  2.122  -2.097
C  -0.104  1.791  -0.849
C  -2.862  1.669  -0.999
H  0.433  4.266  -0.044
H  -0.557  4.264  1.439
H  0.375  2.142  1.126
H  -1.728  2.232  2.105
H  -1.582  0.765  1.091
H  -2.935  4.141  1.282
H  -3.708  4.058  -0.313
H  -0.646  4.443  -2.183
H  -2.395  4.368  -2.283
H  0.848  2.186  -1.205
H  0.020  0.716  -0.721
H  -2.934  0.585  -0.876
H  -3.786  1.971  -1.498

# 3
The following is a DFT calculation (ωB97M-V/def2-TZVPD) of one molecule with the formula C4H6N2O at a distorted geometry.

The value obtained for the HOMO-LUMO gap is 0.353 Eh. For the energy above the lowest of the compared OMol25 structures with the same formula, charge and spin, the calculation gives 40.7 kcal/mol. As for the total charge: 0. As for the SMILES: Cn1[nH]ccc1=O. The electronic energy is -340.730118 Eh.

CARTESIAN COORDINATES (ANGSTROEM)
C  -1.713  -0.643  0.190
N  -0.474  -0.138  -0.333
N  0.651  -1.012  -0.119
C  1.772  -0.146  0.000
C  1.395  1.132  0.141
C  -0.039  1.232  -0.080
O  -0.848  2.172  -0.173
H  -2.014  -1.537  -0.381
H  -2.507  0.075  -0.108
H  -1.693  -0.834  1.326
H  0.763  -1.716  -0.807
H  2.746  -0.590  0.065
H  1.960  2.005  0.279

# 4
The following is a DFT calculation (ωB97M-V/def2-TZVPD) of C8H8LiN2OS as an isolated structure at a distorted geometry.

The value obtained for the HOMO-LUMO gap is 0.265 Eh. As for the total charge: +1. The electronic energy is -899.804486 Eh.

CARTESIAN COORDINATES (ANGSTROEM)
C  2.551  -0.528  0.172
C  2.628  1.021  -0.123
O  1.546  1.820  0.444
C  0.355  1.099  0.347
C  -0.258  0.647  1.684
C  -1.475  -0.124  1.644
C  -2.087  -0.480  0.326
N  -3.205  -1.224  0.039
S  -3.375  -1.302  -1.613
N  -2.092  -0.394  -2.202
C  -1.477  -0.016  -1.020
C  -0.225  0.794  -0.950
H  2.186  -0.791  1.202
H  1.889  -1.031  -0.596
H  3.558  -1.036  0.058
H  3.624  1.398  0.244
H  2.567  1.141  -1.249
H  0.282  0.941  2.618
H  -1.938  -0.451  2.604
H  0.315  1.183  -1.851
Li  -5.368  -2.667  -1.780